# 1
C7H19BO3Rb | ωB97M-V with the def2-TZVPD basis set

Results
HOMO energy   -2.07 eV
Charge   -1
Orbital gap   4.1145 eV
E_LUMO   2.049 eV

Atoms and positions in Å:
H 0.824 -1.404 1.303
H -4.584 -1.788 3.012
H 3.550 2.306 -0.478
H 2.015 -0.929 2.499
C -4.750 -1.300 2.052
H 2.089 -2.312 -3.267
H 1.181 5.365 -1.526
H 0.728 4.280 -2.793
Rb -0.365 -0.015 -0.494
H -5.651 -1.719 1.604
C 2.191 -2.702 -2.254
H 1.852 0.092 1.117
H 3.761 4.053 -0.769
C -3.326 -3.196 0.984
C 3.116 3.294 -0.325
H 2.455 4.557 -2.550
C 1.759 3.295 -1.102
H -2.268 -3.306 0.743
H -3.910 -3.516 0.121
H 2.953 3.668 0.685
O 0.945 2.412 -0.964
H 1.644 -3.645 -2.275
H 3.235 -3.012 -2.257
C -3.548 -1.750 1.257
H -4.788 -0.218 2.177
O -2.707 -0.932 0.882
H 0.626 0.064 2.341
H -3.627 -3.817 1.828
O 1.799 -1.722 -1.290
B 1.302 -0.561 1.777
C 1.496 4.457 -2.041

Charges obtained by Löwdin population analysis, quoted in units of e: number 1, H, carries -0.130; number 2, H, carries 0.086; number 3, H, carries 0.098; number 4, H, carries -0.094; number 5, C, carries -0.016; number 6, H, carries 0.011; number 7, H, carries 0.083; number 8, H, carries 0.077; number 9, Rb, carries 0.979; number 10, H, carries 0.081; number 11, C, carries -0.425; number 12, H, carries -0.112; number 13, H, carries 0.057; number 14, C, carries -0.012; number 15, C, carries 0.005; number 16, H, carries 0.073; number 17, C, carries -0.453; number 18, H, carries 0.101; number 19, H, carries 0.089; number 20, H, carries 0.087; number 21, O, carries -0.043; number 22, H, carries 0.017; number 23, H, carries 0.019; number 24, C, carries -0.481; number 25, H, carries 0.085; number 26, O, carries -0.043; number 27, H, carries -0.106; number 28, H, carries 0.084; number 29, O, carries -0.529; number 30, B, carries -0.562; number 31, C, carries -0.028


# 2
C7H19BrMnNO7S | ωB97M-V with the def2-TZVPD basis set

Results
HOMO energy (spin up / spin down)   -4.39 / -5.17 eV
Energy above the lowest of the compared OMol25 structures with the same formula, charge and spin   0.00 kJ/mol
Charge   -1
Orbital gap (spin up / spin down)   7.0990 / 7.8807 eV
E_LUMO (spin up / spin down)   2.712 / 2.709 eV
2S+1   6
Expectation value of S²   8.75

Atoms and positions in Å:
O 2.241 2.962 0.683
Mn -1.423 -0.711 0.072
H -1.217 -0.749 -3.329
H 1.868 1.763 2.327
O -2.310 -0.796 2.003
C 1.374 0.299 -0.523
H -4.323 -2.851 -1.641
H -3.010 -2.154 -2.585
C -3.246 -2.896 -1.824
C 1.346 2.478 1.667
H 2.403 0.458 -0.192
C 1.204 -1.101 -1.125
O -0.426 -1.110 3.526
H 3.895 2.973 1.934
H 1.201 -1.827 -0.309
N 0.395 0.416 0.583
H 3.995 3.944 0.451
O -0.529 -2.176 1.330
H -2.972 -3.885 -2.204
C 0.159 1.785 1.039
H -0.628 1.714 1.798
H 3.010 4.516 1.818
H 0.477 -1.140 -3.718
H 1.004 3.297 2.314
C 3.332 3.629 1.256
H -0.282 2.369 0.230
S -1.322 -1.788 2.588
H 1.146 1.054 -1.275
H 0.819 -0.069 1.375
O -2.508 -2.564 -0.666
Br -2.805 1.072 -1.223
H 0.066 0.436 -2.996
O -1.977 -2.954 3.147
H 1.995 -1.360 -1.837
H -2.684 -3.188 0.045
O -0.079 -1.220 -1.730
C -0.188 -0.624 -3.009

Charges obtained by natural (NBO) population analysis, quoted in units of e: number 1, O, carries -0.545; number 2, Mn, carries 1.326; number 3, H, carries 0.211; number 4, H, carries 0.166; number 5, O, carries -1.101; number 6, C, carries -0.248; number 7, H, carries 0.173; number 8, H, carries 0.189; number 9, C, carries -0.230; number 10, C, carries -0.078; number 11, H, carries 0.193; number 12, C, carries -0.082; number 13, O, carries -1.051; number 14, H, carries 0.162; number 15, H, carries 0.233; number 16, N, carries -0.676; number 17, H, carries 0.185; number 18, O, carries -1.137; number 19, H, carries 0.160; number 20, C, carries -0.259; number 21, H, carries 0.240; number 22, H, carries 0.161; number 23, H, carries 0.160; number 24, H, carries 0.171; number 25, C, carries -0.243; number 26, H, carries 0.223; number 27, S, carries 2.562; number 28, H, carries 0.202; number 29, H, carries 0.405; number 30, O, carries -0.749; number 31, Br, carries -0.746; number 32, H, carries 0.182; number 33, O, carries -1.024; number 34, H, carries 0.171; number 35, H, carries 0.503; number 36, O, carries -0.565; number 37, C, carries -0.242


# 3
C7H19ClMgN3O3 | ωB97M-V with the def2-TZVPD basis set

Results
HOMO energy   -11.42 eV
Energy above the lowest of the compared OMol25 structures with the same formula, charge and spin   147.37 kJ/mol
Charge   +1
Orbital gap   3.2547 eV
E_LUMO   -8.166 eV

Atoms and positions in Å:
O -13.243 5.508 -22.673
C -8.560 2.763 -16.941
C -14.012 5.104 -23.839
H -13.061 7.045 -20.416
C -13.139 5.961 -20.330
C -13.818 5.166 -21.400
H -13.796 4.093 -21.214
Mg -13.083 0.158 -17.669
H -11.032 10.074 -16.887
C -11.963 9.633 -17.242
H -13.336 5.104 -24.693
H -7.802 4.239 -15.741
H -14.850 5.516 -21.443
Cl -12.814 2.274 -18.286
H -12.852 10.226 -17.027
C -12.997 6.158 -17.918
H -10.385 3.160 -17.490
H -14.390 4.082 -23.804
O -12.116 8.243 -17.005
N -7.600 3.415 -16.289
H -11.855 9.717 -18.324
H -13.371 5.622 -17.046
H -6.641 3.153 -16.468
H -14.171 7.722 -17.160
N -9.691 3.318 -16.773
H -13.600 4.546 -19.114
N -13.776 5.537 -19.035
H -11.922 5.979 -17.879
H -9.847 4.138 -16.205
C -13.279 7.725 -17.786
H -14.954 5.638 -23.963
H -13.549 8.245 -18.706
H -12.145 5.519 -20.262
O -8.258 1.882 -17.660

Charges obtained by natural (NBO) population analysis, quoted in units of e: number 1, O, carries -0.546; number 2, C, carries 0.745; number 3, C, carries -0.256; number 4, H, carries 0.213; number 5, C, carries -0.242; number 6, C, carries -0.063; number 7, H, carries 0.150; number 8, Mg, carries 1.756; number 9, H, carries 0.202; number 10, C, carries -0.254; number 11, H, carries 0.205; number 12, H, carries 0.378; number 13, H, carries 0.173; number 14, Cl, carries -0.750; number 15, H, carries 0.172; number 16, C, carries -0.240; number 17, H, carries 0.391; number 18, H, carries 0.159; number 19, O, carries -0.548; number 20, N, carries -0.837; number 21, H, carries 0.159; number 22, H, carries 0.186; number 23, H, carries 0.412; number 24, H, carries 0.184; number 25, N, carries -0.826; number 26, H, carries 0.331; number 27, N, carries -0.607; number 28, H, carries 0.172; number 29, H, carries 0.397; number 30, C, carries -0.084; number 31, H, carries 0.177; number 32, H, carries 0.188; number 33, H, carries 0.163; number 34, O, carries -0.662


# 4
C7H19INbO4S | ωB97M-V with the def2-TZVPD basis set

Results
HOMO energy   -5.09 eV
Charge   -1
Orbital gap   7.2226 eV
E_LUMO   2.136 eV

Atoms and positions in Å:
H 4.812 -0.345 -0.854
H -2.734 3.907 0.204
H 0.845 -0.484 -0.731
H -0.872 0.682 -0.352
H -3.169 5.357 3.701
Nb 0.623 -2.316 -0.808
H -0.131 -2.181 -2.452
H 3.749 -0.840 0.425
C 3.875 -2.205 -1.299
C 3.832 -0.805 -0.659
H 4.588 -2.111 -2.135
H -3.110 2.181 0.422
H 2.447 -2.306 -2.927
C -3.373 5.053 2.676
H -1.522 -1.993 1.037
H -4.400 3.395 0.611
H 2.664 -3.802 -2.011
C 2.559 -2.716 -1.920
O -1.719 0.385 0.015
H -2.190 -2.833 -0.390
H -4.432 5.193 2.458
O -2.756 -0.753 -1.586
O 4.449 -3.179 -0.431
C -1.522 -2.043 -0.051
H -2.763 5.644 1.991
H 0.242 -4.116 -0.940
H 5.152 -2.726 0.049
C -3.339 3.191 0.762
C -2.057 -0.800 -0.642
I 1.585 -2.794 1.788
O -1.480 3.199 2.655
S -2.953 3.307 2.512
H 3.100 -0.145 -1.115

Charges obtained by natural (NBO) population analysis, quoted in units of e: number 1, H, carries 0.187; number 2, H, carries 0.222; number 3, H, carries -0.466; number 4, H, carries 0.507; number 5, H, carries 0.230; number 6, Nb, carries 1.511; number 7, H, carries -0.243; number 8, H, carries 0.222; number 9, C, carries 0.107; number 10, C, carries -0.663; number 11, H, carries 0.133; number 12, H, carries 0.288; number 13, H, carries 0.229; number 14, C, carries -0.835; number 15, H, carries 0.243; number 16, H, carries 0.215; number 17, H, carries 0.248; number 18, C, carries -0.918; number 19, O, carries -0.787; number 20, H, carries 0.247; number 21, H, carries 0.219; number 22, O, carries -0.605; number 23, O, carries -0.723; number 24, C, carries -0.978; number 25, H, carries 0.224; number 26, H, carries -0.357; number 27, H, carries 0.456; number 28, C, carries -0.846; number 29, C, carries 0.792; number 30, I, carries -0.373; number 31, O, carries -0.978; number 32, S, carries 1.254; number 33, H, carries 0.235